No. 1
One molecule with the formula C10H11N2P in a non-equilibrium geometry. Source: the OMol25 dataset; level of theory: ωB97M-V/def2-TZVPD.

Summary:
SMILES string	Cc1nn(-c2ccccc2)c(C)p1
HOMO-LUMO gap	8.1	eV
F_max	6.759	eV/A
E_LUMO	0.0050	hartree
DFT total energy	-838.40031	a.u.

Geometry as ORCA input:
```
! wB97M-V def2-TZVPD RIJCOSX def2/J DEFGRID3
* xyz 0 1
C -3.5147 -0.2987 0.0122
C -2.7436 -1.3365 0.4713
C -3.0011 0.9408 -0.3857
C -1.4009 -1.2551 0.3385
C -1.6103 1.0793 -0.5725
C -0.8284 -0.0186 -0.2061
C 2.5692 -0.9694 -0.2326
C 1.4928 1.3847 -0.1293
C 3.3600 -2.2169 -0.1217
C 0.9692 2.7068 0.3639
N 1.2940 -1.0886 -0.2548
N 0.5269 0.0292 -0.3156
P 3.0623 0.7296 0.0858
H -4.6125 -0.5581 0.1503
H -3.1443 -2.1755 0.8262
H -3.5768 1.7337 -0.6860
H -0.8616 -2.1418 0.6862
H -1.2377 1.9247 -0.9309
H 3.0247 -2.9372 0.6254
H 4.3390 -1.9120 0.0520
H 3.4198 -2.7256 -1.0023
H 1.7729 3.2824 0.4981
H 0.2922 2.6848 1.2247
H 0.4089 3.1381 -0.4972
*
```

No. 2
One molecule with the formula C5H7NO in a non-equilibrium geometry. Source: the OMol25 dataset; level of theory: ωB97M-V/def2-TZVPD.

Summary:
SMILES string	CN/C=C\C=C=O
HOMO-LUMO gap	8.2	eV
F_max	3.840	eV/A
E_LUMO	0.0303	hartree
DFT total energy	-324.62720	a.u.

Geometry as ORCA input:
```
! wB97M-V def2-TZVPD RIJCOSX def2/J DEFGRID3
* xyz 0 1
C 1.4832 -0.6291 -0.0466
C 2.1098 0.7256 -0.0504
C 0.1734 -0.9045 -0.1523
C 1.5295 1.8708 0.0921
C -2.2401 -0.4085 -0.0458
N -0.8783 -0.0462 0.0954
O 0.9276 2.8445 0.3704
H 2.1915 -1.4661 -0.1571
H 3.2161 0.6174 0.2837
H 0.0372 -1.9847 -0.3727
H -2.7314 0.3678 0.5218
H -2.6389 -0.6510 -1.0478
H -2.4203 -1.3193 0.4207
H -0.7593 0.9833 0.0886
*
```

No. 3
C6H14N3O as an isolated structure in a non-equilibrium geometry. Source: the OMol25 dataset; level of theory: ωB97M-V/def2-TZVPD.

Summary:
HOMO-LUMO gap	10.5	eV
F_max	3.408	eV/A
E_LUMO	-0.1526	hartree
DFT total energy	-476.23750	a.u.

Geometry as ORCA input:
```
! wB97M-V def2-TZVPD RIJCOSX def2/J DEFGRID3
* xyz 1 1
C -1.7392 0.7502 1.4932
C 0.9412 0.3477 1.1079
C 1.0122 -0.4217 2.3508
C -1.0188 -0.0450 -2.1225
C 1.3055 -0.9640 -1.7045
C 0.2901 0.1156 -1.3676
N -0.6473 1.1807 0.6777
N -2.3837 1.7657 2.0530
N -0.0197 0.0419 0.0820
O -1.9884 -0.4355 1.5851
H 1.6906 1.0738 0.8284
H 0.0653 -0.9030 2.6002
H 1.3377 0.2019 3.1814
H 1.7600 -1.2108 2.2225
H -0.8521 0.0923 -3.1851
H -1.4351 -1.0379 -1.9706
H -1.7444 0.6961 -1.7959
H 2.2360 -0.8215 -1.1601
H 1.5283 -0.9217 -2.7663
H 0.9119 -1.9539 -1.4841
H 0.7079 1.1122 -1.5423
H -2.1080 2.7160 1.8687
H -3.2120 1.5881 2.5999
H -0.6078 -0.8011 0.3214
*
```

No. 4
One molecule with the formula C3H2N2O2 in a non-equilibrium geometry. Source: the OMol25 dataset; level of theory: ωB97M-V/def2-TZVPD.

Summary:
SMILES string	C=C(C#N)[N+](=O)[O-]
HOMO-LUMO gap	10.1	eV
F_max	3.410	eV/A
E_LUMO	-0.0521	hartree
DFT total energy	-375.35088	a.u.

Geometry as ORCA input:
```
! wB97M-V def2-TZVPD RIJCOSX def2/J DEFGRID3
* xyz 0 1
C 0.6421 1.5663 0.0974
C -1.3390 -0.1468 -0.0502
C -0.0284 0.2170 0.0432
N 1.1831 2.5774 0.0475
N 0.8123 -0.9149 0.0074
O 1.9979 -0.7487 -0.0739
O 0.3111 -1.9848 0.0383
H -1.4880 -1.2016 -0.0708
H -2.0911 0.6360 -0.0389
*
```

No. 5
A 2-piece molecular cluster, C20H21N2O2 overall in a non-equilibrium geometry. Source: the OMol25 dataset; level of theory: ωB97M-V/def2-TZVPD.

Summary:
HOMO-LUMO gap	5.9	eV
F_max	2.765	eV/A
E_LUMO	-0.1745	hartree
DFT total energy	-1034.45953	a.u.

Geometry as ORCA input:
```
! wB97M-V def2-TZVPD RIJCOSX def2/J DEFGRID3
* xyz 1 1
C 6.5629 2.8888 -1.0255
O 6.1182 1.5524 -1.0256
C 4.7293 1.3987 -1.0252
C 4.2035 0.0976 -1.0253
C 2.8499 -0.1318 -1.0259
C 1.9501 0.9439 -1.0269
C 0.5095 0.8190 -1.0283
O -0.1757 2.0202 -1.0348
C -1.5569 2.0024 -1.0301
C -2.2851 0.7879 -1.0272
C -3.6892 0.8414 -1.0246
C -4.3437 2.0540 -1.0248
C -3.6228 3.2391 -1.0255
C -2.2460 3.2122 -1.0283
C -1.5493 -0.4192 -1.0242
C -0.1791 -0.3970 -1.0241
C 2.4779 2.2401 -1.0265
C 3.8274 2.4694 -1.0259
H 7.6524 2.9033 -1.0255
H 6.2080 3.3989 -1.9201
H 6.2080 3.3988 -0.1309
H 4.8999 -0.7225 -1.0249
H 2.4731 -1.1391 -1.0251
H -4.2458 -0.0801 -1.0225
H -5.4210 2.0872 -1.0227
H -4.1348 4.1868 -1.0242
H -1.6636 4.1163 -1.0271
H -2.0799 -1.3570 -1.0148
H 0.3734 -1.3202 -1.0187
H 1.7776 3.0585 -1.0262
H 4.1934 3.4803 -1.0247
C -1.3237 -4.5722 0.6260
C -1.8729 -3.6794 1.6653
N -1.7201 -2.3962 1.6762
C -2.3374 -1.8494 2.8169
C -2.9003 -3.0235 3.6444
N -2.6170 -4.1451 2.7652
H -1.5500 -5.6118 0.8617
H -1.7532 -4.3414 -0.3485
H -0.2420 -4.4643 0.5518
H -1.6023 -1.2583 3.3784
H -3.1279 -1.1598 2.4930
H -2.3963 -3.1445 4.6103
H -3.9784 -2.9493 3.8245
H -2.4001 -5.0353 3.2209
*
```

No. 6
C45H56ClFeN4O6Se as an isolated structure in a non-equilibrium geometry. Source: the OMol25 dataset; level of theory: ωB97M-V/def2-TZVPD.

Summary:
HOMO-LUMO gap (alpha / beta)	5.3 / 6.9	eV
F_max	4.709	eV/A
E_LUMO (alpha / beta)	0.0907 / 0.0622	hartree
DFT total energy	-6543.82454	a.u.

Geometry as ORCA input:
```
! wB97M-V def2-TZVPD RIJCOSX def2/J DEFGRID3
* xyz -1 5
Fe 0.7660 -0.1566 0.1856
C 1.3968 -4.6779 -1.3003
C 1.6935 -3.5674 -0.2346
C 1.3765 -4.0715 1.1702
C 3.0595 -2.8677 -0.3050
C 4.1283 -3.5870 -0.8655
C 5.3391 -2.9876 -0.9816
C 5.6114 -1.7564 -0.3197
C 4.5868 -1.0888 0.3044
C 4.8467 0.2900 0.8510
C 5.1913 1.3111 -0.2063
C 5.8331 0.3527 2.0864
C 3.3118 -1.6355 0.3335
N 2.3578 -1.0218 1.1065
C 2.4467 -0.6151 2.3264
C 1.4375 0.3206 2.8031
N 0.6463 0.8504 1.8799
C -0.2414 1.8627 1.9017
C 0.1840 3.1058 1.3168
C -0.8274 4.0593 1.2114
C -2.1015 3.8309 1.7952
C -2.3161 2.7911 2.5846
C -1.3776 1.7739 2.7297
C -1.6085 0.4500 3.4747
C -3.0525 -0.0276 3.3259
C -1.1769 0.5423 4.9147
C 1.6224 3.6871 1.0891
C 2.1826 3.1198 -0.1969
C 2.5368 3.3976 2.2342
H 0.3647 -5.0239 -1.0762
H 1.9662 -5.5632 -1.1087
H 1.5489 -4.2768 -2.2703
H 0.8894 -2.8671 -0.3779
H 2.1064 -4.8442 1.5032
H 0.3633 -4.4372 1.2345
H 1.4781 -3.2785 1.9499
H 4.1027 -4.5806 -1.3643
H 6.1101 -3.4356 -1.5150
H 6.5758 -1.3125 -0.4840
H 3.9484 0.7201 1.2236
H 6.3186 1.4523 -0.3392
H 4.9096 2.3191 0.1504
H 4.8036 1.0756 -1.1404
H 6.8680 0.1463 1.6284
H 5.6129 -0.4263 2.8313
H 5.8701 1.3502 2.4876
H 3.0882 -1.0486 3.1785
H 1.3501 0.7858 3.7573
H -0.6862 4.9516 0.6854
H -2.9466 4.5265 1.7799
H -3.2601 2.7641 3.1166
H -0.9353 -0.2991 3.0990
H -3.6555 0.6749 3.9067
H -3.1499 -1.1105 3.5404
H -3.2934 0.0335 2.3033
H -2.0495 0.8098 5.4751
H -0.3477 1.2547 5.0065
H -0.7815 -0.3377 5.3384
H 1.4762 4.7692 0.9373
H 2.3497 2.0580 -0.1100
H 3.1984 3.5142 -0.3114
H 1.6330 3.5030 -1.0739
H 2.6072 2.2734 2.4758
H 2.2644 3.9552 3.1172
H 3.5662 3.6292 2.0309
O -6.2683 4.6859 2.1968
C -6.0350 4.5550 3.2918
O 2.5138 0.4821 -3.1406
Cl 1.5205 -0.5263 -3.1630
O 1.2143 -0.9233 -1.7233
O 1.8573 -1.7135 -3.8964
O 0.2460 -0.0770 -3.7008
C -5.4881 4.8134 -2.5588
C -4.3056 3.9125 -2.2116
C -3.0431 4.3035 -2.5352
C -1.9773 3.5036 -2.2794
C -0.5779 3.8174 -2.7934
C -2.2153 2.2634 -1.4971
C -1.1341 1.4031 -1.2208
O -1.1591 0.2140 -0.5864
C -3.5510 1.9072 -1.1511
C -3.9269 0.4855 -0.7182
C -4.5204 2.7898 -1.4329
H -5.3338 5.7634 -2.2896
H -6.3691 4.4640 -1.9487
H -5.8452 4.7590 -3.5506
H -3.0143 5.1810 -3.1146
H -0.6812 4.5148 -3.6357
H -0.1780 2.9032 -3.0263
H 0.0603 4.3172 -2.0598
H -0.1630 1.7104 -1.8019
H -3.4306 0.2673 0.2407
H -3.6020 -0.1856 -1.4817
H -5.0142 0.3383 -0.8113
H -5.5200 2.5026 -1.1641
C -2.0869 -5.9384 0.2142
N -2.0338 -4.6768 -0.4515
C -2.1440 -3.5397 0.2071
Se -2.5230 -3.4516 1.9746
N -1.9472 -2.5266 -0.6494
C -1.8246 -3.0850 -1.9393
C -1.5617 -2.5106 -3.2097
C -1.4982 -3.3603 -4.3080
C -1.7346 -4.7172 -4.1403
C -1.9449 -5.3133 -2.9084
C -1.9129 -4.4406 -1.8283
H -3.1242 -6.1536 0.3148
H -1.6329 -5.8784 1.1682
H -1.6595 -6.6492 -0.4426
H -1.9049 -1.5282 -0.5819
H -1.5203 -1.4379 -3.3808
H -1.2822 -3.0072 -5.2934
H -1.8256 -5.2907 -5.0740
H -2.0146 -6.3360 -2.7083
*
```

No. 7
A 3-piece molecular cluster, C19H48BrIN6O5P2 overall in a non-equilibrium geometry. Source: the OMol25 dataset; level of theory: ωB97M-V/def2-TZVPD.

Summary:
SMILES string	C[C@@H](Br)COC(=O)OCCCI.CN(C)P(=O)(N(C)C)N(C)C.CN(C)P(=O)(N(C)C)N(C)C
HOMO-LUMO gap	9.0	eV
F_max	5.534	eV/A
E_LUMO	0.0216	hartree
DFT total energy	-5011.89423	a.u.

Geometry as ORCA input:
```
! wB97M-V def2-TZVPD RIJCOSX def2/J DEFGRID3
* xyz 0 1
C -4.8822 -2.9180 -3.2547
C -5.7009 -2.4424 -2.0572
Br -7.5463 -3.0530 -2.2126
C -5.1834 -2.9627 -0.7306
O -3.8292 -2.5604 -0.5053
C -3.6878 -1.4111 0.1607
O -4.5353 -0.5624 0.2583
O -2.4708 -1.3332 0.6906
C -1.8457 -0.0508 0.4636
C -0.3488 -0.1557 0.6005
C 0.2374 1.2635 0.4844
I 1.3847 1.5531 -1.2851
H -5.5347 -3.1074 -4.1047
H -4.1700 -2.1563 -3.5711
H -4.3403 -3.8393 -3.0393
H -5.7168 -1.3561 -2.0415
H -5.8512 -2.6662 0.0761
H -5.1782 -4.0532 -0.7538
H -2.2212 0.6857 1.1744
H -2.0784 0.2567 -0.5585
H 0.0551 -0.7809 -0.1942
H -0.0632 -0.5944 1.5570
H 0.7985 1.5525 1.3674
H -0.5805 1.9798 0.4126
O 3.6628 -0.6668 -3.3751
P 3.8240 -1.5228 -4.5829
N 5.5353 -1.5843 -4.7126
C 6.2937 -1.7871 -5.9301
C 6.2379 -2.0434 -3.5200
N 3.1190 -0.4701 -5.7334
C 3.7539 -0.1102 -6.9805
C 2.3034 0.5901 -5.1487
N 3.4808 -2.9413 -5.4932
C 2.0372 -3.1502 -5.7617
C 3.9716 -4.1807 -4.8457
H 6.1946 -2.7927 -6.3658
H 7.3527 -1.6301 -5.7200
H 6.0390 -1.0600 -6.6951
H 6.2020 -3.1339 -3.3859
H 5.8094 -1.5853 -2.6294
H 7.2864 -1.7460 -3.5600
H 4.5457 0.6384 -6.8422
H 3.0136 0.3136 -7.6656
H 4.1625 -0.9846 -7.4849
H 2.9199 1.3870 -4.7158
H 1.6558 0.1989 -4.3702
H 1.6554 1.0343 -5.9092
H 1.4510 -3.2397 -4.8422
H 1.9134 -4.0655 -6.3407
H 1.6311 -2.3350 -6.3519
H 3.6005 -4.2987 -3.8238
H 5.0596 -4.2023 -4.8235
H 3.6541 -5.0448 -5.4268
O -1.0567 0.9477 4.5772
P -1.4912 2.0067 5.5353
N -2.1350 3.1745 4.4699
C -2.1722 4.6124 4.6360
C -3.2386 2.6892 3.6415
N 0.0289 2.4861 6.1562
C 0.4253 3.8681 6.3363
C 1.1780 1.6609 5.8080
N -2.3014 2.4675 6.9825
C -1.8344 1.7471 8.1920
C -3.7693 2.2684 6.9182
H -2.8355 4.9585 5.4429
H -2.5248 5.0686 3.7103
H -1.1832 5.0280 4.8077
H -4.1978 2.6910 4.1768
H -3.0850 1.6781 3.2671
H -3.3613 3.3242 2.7624
H 0.7183 4.3406 5.3899
H 1.2834 3.9225 7.0120
H -0.3651 4.4533 6.8062
H 1.5481 1.8628 4.7952
H 0.9381 0.6045 5.8760
H 1.9880 1.8553 6.5154
H -1.9700 0.6646 8.1102
H -2.3992 2.1020 9.0541
H -0.7863 1.9498 8.3846
H -4.0458 1.2445 6.6515
H -4.2214 2.9481 6.1984
H -4.2106 2.5007 7.8858
*
```

No. 8
C38H34BrF4N2PY as an isolated structure. Source: the OMol25 dataset; level of theory: ωB97M-V/def2-TZVPD.

Summary:
HOMO-LUMO gap	6.5	eV
F_max	0.382	eV/A
E_LUMO	-0.3700	hartree
DFT total energy	-4930.23941	a.u.

Geometry as ORCA input:
```
! wB97M-V def2-TZVPD RIJCOSX def2/J DEFGRID3
* xyz 3 1
Y -0.1320 -0.7288 0.0861
C 0.0155 -0.2538 -2.7145
C -0.8577 0.9756 -2.5829
C -0.6189 2.1055 -3.3467
C -1.4303 3.2229 -3.2034
C -2.4784 3.2185 -2.2967
C -2.7775 2.0955 -1.5278
C -3.9483 2.1298 -0.5824
C -1.9563 0.9764 -1.7041
N -2.1038 -0.2292 -0.9521
C -3.1269 -0.9981 -0.8969
C -4.4046 -0.8044 -1.6238
C -2.9022 -2.2531 -0.0756
C -4.0719 -3.0453 0.3724
N -1.6642 -2.5021 0.1796
C -1.1746 -3.6887 0.8288
C -0.4365 -3.5028 2.0081
C -0.2673 -2.1296 2.6285
C 0.1156 -4.6088 2.6355
C -0.0327 -5.8695 2.0831
C -0.7192 -6.0277 0.8897
C -1.2994 -4.9497 0.2300
C -1.9356 -5.1546 -1.1207
H 0.8614 -0.2419 -1.9881
H 0.5856 -0.2574 -3.6438
H -0.5357 -1.2004 -2.6910
H 0.1891 2.1072 -4.0662
H -1.2512 4.0993 -3.8119
H -3.0994 4.1002 -2.1941
H -4.0106 3.0980 -0.0883
H -3.8923 1.3647 0.1906
H -4.8861 1.9975 -1.1257
H -4.3195 -0.0161 -2.3672
H -5.2052 -0.5437 -0.9255
H -4.7036 -1.7337 -2.1123
H -4.8117 -2.3789 0.8231
H -3.7861 -3.8171 1.0835
H -4.5720 -3.5200 -0.4761
H -1.1610 -1.4971 2.5339
H 0.6513 -1.5915 2.3092
H -0.1128 -2.2049 3.7054
H 0.6551 -4.4861 3.5661
H 0.3958 -6.7292 2.5792
H -0.8078 -7.0122 0.4492
H -1.9014 -6.2060 -1.3949
H -1.3897 -4.6025 -1.8906
H -2.9779 -4.8516 -1.1661
F -0.8790 6.4316 1.2908
C -0.2531 5.2883 1.1718
C 1.0849 5.2551 0.8092
F 1.7342 6.3712 0.5846
C 1.7289 4.0313 0.6838
F 3.0114 4.0292 0.3493
C 1.0738 2.8268 0.8978
P 1.9104 1.2264 0.7783
C 2.7022 1.0737 -0.8415
C 2.5774 1.9854 -1.8852
C 3.1365 1.6918 -3.1234
C 3.7944 0.4867 -3.3336
C 3.9067 -0.4362 -2.2991
C 3.3636 -0.1459 -1.0565
C 3.1722 1.1408 2.0487
C 4.4857 1.5391 1.8041
C 5.4064 1.5006 2.8399
C 5.0188 1.0770 4.1049
C 3.7092 0.6803 4.3475
C 2.7836 0.7047 3.3182
C -0.2630 2.9017 1.2872
Br -1.2443 1.3363 1.8099
C -0.9316 4.0992 1.4204
F -2.2008 4.1389 1.7956
H 2.0661 2.9277 -1.7414
H 3.0773 2.4184 -3.9233
H 4.2393 0.2741 -4.2965
H 4.4404 -1.3647 -2.4520
H 3.5123 -0.8405 -0.2325
H 4.7878 1.8791 0.8217
H 6.4274 1.8077 2.6608
H 5.7432 1.0547 4.9077
H 3.4149 0.3530 5.3353
H 1.7558 0.4019 3.5049
*
```